DFT (ωB97M-V with the def2-TZVPD basis set) results for C26H20N6S2Ti as an isolated structure.

The geometry in XYZ format:
```
55
Properties=species:S:1:pos:R:3:forces:R:3
Ti -0.053 0.519 0.266 -0.085 -0.281 0.069
C -2.960 -3.096 3.341 0.010 0.010 0.005
S -2.190 -1.543 3.834 0.012 0.012 0.067
C -1.142 -1.250 2.508 -0.028 0.043 -0.048
S -0.176 0.242 2.639 0.000 0.186 0.062
N -1.075 -2.052 1.496 0.077 0.025 -0.117
N -0.154 -1.561 0.582 0.029 -0.118 0.012
C 0.687 -2.358 0.054 -0.063 0.023 0.020
C 1.807 -1.721 -0.631 0.034 -0.003 -0.017
C 2.782 -2.440 -1.288 -0.007 0.015 0.004
C 3.891 -1.763 -1.786 -0.001 -0.014 -0.003
C 3.983 -0.401 -1.580 -0.012 0.021 0.005
C 2.953 0.253 -0.916 0.001 0.010 -0.020
N 1.874 -0.377 -0.457 0.025 -0.056 0.062
H -3.655 -3.342 4.140 0.000 -0.002 0.001
H -3.494 -2.974 2.403 -0.001 -0.007 0.000
H -2.207 -3.874 3.252 -0.005 -0.005 -0.002
H 0.636 -3.430 0.222 0.000 -0.003 -0.004
H 2.682 -3.512 -1.395 0.004 0.000 0.000
H 4.674 -2.300 -2.305 0.001 0.001 0.001
H 4.841 0.163 -1.916 0.003 -0.002 -0.001
H 3.014 1.317 -0.736 0.006 -0.002 0.002
C -4.447 0.679 1.129 0.029 -0.004 -0.007
C -3.066 0.850 1.273 -0.007 -0.012 0.021
N -2.209 0.661 0.276 -0.002 -0.078 -0.224
C -2.721 0.319 -0.954 0.076 0.003 0.038
C -4.082 0.062 -1.166 -0.027 -0.001 0.035
C -4.953 0.261 -0.073 0.010 0.009 -0.002
C -4.500 -0.356 -2.453 0.009 0.002 -0.016
C -3.580 -0.496 -3.452 -0.019 0.004 0.019
C -2.215 -0.198 -3.240 -0.003 0.056 -0.009
C -1.791 0.243 -2.015 0.040 -0.127 0.036
N -0.490 0.621 -1.608 -0.202 0.311 -0.096
C 0.258 1.587 -2.325 -0.007 -0.052 0.099
C 0.412 1.700 -3.683 -0.001 0.045 -0.035
C 1.150 2.771 -4.239 -0.045 -0.071 -0.016
C 1.740 3.716 -3.453 0.029 0.057 0.049
C 1.633 3.618 -2.045 -0.047 -0.046 0.015
C 2.210 4.532 -1.139 0.008 0.020 0.024
C 2.068 4.354 0.217 0.035 0.055 -0.003
C 1.360 3.248 0.685 -0.044 -0.049 -0.091
N 0.790 2.376 -0.142 0.104 0.079 0.154
C 0.897 2.553 -1.499 0.073 -0.063 -0.074
H -5.087 0.862 1.980 0.003 0.002 0.003
H -2.643 1.135 2.226 -0.016 0.004 0.010
H -6.016 0.094 -0.198 0.001 -0.002 -0.005
H -5.547 -0.565 -2.626 0.003 -0.003 -0.008
H -3.892 -0.834 -4.431 -0.003 0.001 0.002
H -1.521 -0.336 -4.056 -0.006 -0.005 -0.003
H -0.032 0.979 -4.350 0.004 0.008 -0.012
H 1.235 2.836 -5.315 -0.003 -0.003 0.000
H 2.289 4.541 -3.888 0.001 -0.001 -0.001
H 2.769 5.377 -1.523 0.002 0.000 0.001
H 2.502 5.044 0.926 0.001 0.005 -0.006
H 1.255 3.059 1.746 0.003 0.006 0.004
```
Forces are in eV/Å.

Output
E_LUMO, eV: -7.45
Spin multiplicity: 1
Energy, eV: -81002.1165
Relative energy (zero: lowest compared OMol25 entry of this formula, charge and spin), kJ/mol: 60.10
Total charge: +2

=====

DFT (ωB97M-V with the def2-TZVPD basis set) results for one molecule with the formula C2Cl3FO.

The geometry in XYZ format:
```
7
Properties=species:S:1:pos:R:3:forces:R:3
O -0.065 1.925 0.147 -0.059 0.028 -0.180
C 0.154 0.815 0.454 0.231 0.226 0.555
F 0.686 0.505 1.646 -0.078 -0.073 -0.176
C -0.112 -0.452 -0.350 -0.146 -0.380 -0.301
Cl -0.695 -0.017 -1.956 0.091 -0.105 0.223
Cl 1.388 -1.397 -0.469 -0.210 0.172 0.004
Cl -1.355 -1.380 0.528 0.171 0.133 -0.126
```
Forces are in eV/Å.

Output
E_LUMO, eV: 0.09
Spin multiplicity: 1
Energy, eV: -44406.0151
Relative energy (zero: lowest compared OMol25 entry of this formula, charge and spin), kJ/mol: 0.00
Total charge: 0

=====

DFT (ωB97M-V with the def2-TZVPD basis set) results for C25H18F3GeHfN2O4 as an isolated structure.

The geometry in XYZ format:
```
54
Properties=species:S:1:pos:R:3:forces:R:3
Hf 0.248 0.602 0.113 0.618 -0.435 -0.305
O -5.660 -0.458 -0.946 0.001 -0.067 0.006
C -4.978 -0.450 -2.084 -0.030 0.152 0.008
O -5.519 -0.561 -3.160 0.032 -0.045 0.079
C -3.509 -0.273 -1.975 0.193 0.030 -0.223
C -2.629 -0.158 -3.055 -0.128 -0.086 0.053
N -1.400 0.004 -2.566 0.050 0.016 0.038
N -1.428 0.010 -1.238 -0.076 -0.152 -0.067
C -2.680 -0.138 -0.854 -0.122 0.014 0.397
C -2.877 0.050 0.637 -0.060 -0.048 -0.426
O -4.012 -0.065 1.100 0.035 -0.021 0.140
O -1.798 0.360 1.237 0.084 0.178 0.099
H -5.080 -0.340 -0.138 0.033 0.024 -0.080
H -2.836 -0.175 -4.112 -0.005 -0.004 -0.002
H -0.462 0.309 -2.916 -0.038 0.035 -0.006
F 1.370 -1.219 2.306 0.031 -0.023 0.051
C 1.613 -1.139 0.937 -0.099 0.172 -0.184
F 1.273 -2.388 0.471 -0.034 -0.044 -0.017
F 2.970 -1.095 0.846 0.007 0.001 0.035
C 1.037 1.116 -1.635 -0.434 0.022 0.511
Ge 1.836 2.731 -1.202 0.250 0.291 -0.132
C 0.756 4.385 -1.400 -0.019 -0.087 -0.027
C -0.210 4.450 -2.403 -0.023 0.016 -0.015
C -1.003 5.578 -2.570 0.035 -0.011 0.027
C -0.845 6.667 -1.721 0.007 -0.019 -0.002
C 0.104 6.616 -0.709 -0.029 0.021 -0.028
C 0.894 5.483 -0.554 0.003 0.028 0.056
C 2.156 2.681 0.798 -0.176 -0.005 0.123
C 1.060 2.506 1.664 -0.263 0.111 -0.053
C 1.205 2.161 3.014 0.000 -0.048 -0.050
C 2.472 2.001 3.533 -0.061 -0.024 0.051
C 3.578 2.182 2.705 0.043 -0.023 0.048
C 3.423 2.497 1.369 0.022 -0.051 -0.165
C 3.608 3.180 -1.953 0.077 -0.056 0.070
C 4.168 4.452 -1.844 -0.034 0.000 0.006
C 5.422 4.733 -2.369 0.029 -0.034 -0.026
C 6.140 3.735 -3.017 -0.005 0.035 0.015
C 5.596 2.464 -3.137 0.008 -0.008 -0.007
C 4.340 2.193 -2.608 -0.043 -0.044 0.018
H -0.344 3.589 -3.052 -0.015 0.010 -0.002
H -1.749 5.605 -3.355 -0.004 0.015 -0.003
H -1.464 7.548 -1.842 -0.006 0.000 -0.003
H 0.223 7.459 -0.037 0.005 -0.005 0.006
H 1.619 5.448 0.255 -0.003 0.020 -0.012
H 0.036 2.743 1.317 0.163 0.124 0.006
H 0.330 2.015 3.636 -0.021 0.017 -0.016
H 2.604 1.727 4.571 0.007 -0.002 -0.002
H 4.574 2.054 3.112 0.002 0.001 0.001
H 4.300 2.599 0.739 -0.003 0.006 0.010
H 3.613 5.243 -1.350 0.000 0.007 0.002
H 5.841 5.728 -2.277 -0.003 0.004 0.002
H 7.119 3.950 -3.429 0.001 0.000 0.000
H 6.152 1.684 -3.644 -0.007 -0.006 0.002
H 3.905 1.202 -2.702 0.008 -0.004 -0.003
```
Forces are in eV/Å.

Output
E_LUMO, eV: 2.59
Spin multiplicity: 1
Energy, eV: -103363.1866
Relative energy (zero: lowest compared OMol25 entry of this formula, charge and spin), kJ/mol: 33.11
Total charge: -1

=====

DFT (ωB97M-V with the def2-TZVPD basis set) results for C28H36N8O5Sr as an isolated structure at a distorted geometry.

The geometry in XYZ format:
```
78
Properties=species:S:1:pos:R:3:forces:R:3
Sr 1.313 -0.693 -0.542 -0.767 0.076 1.028
O 2.819 -2.798 -0.548 0.101 0.107 -0.360
C 3.799 -2.554 -1.583 0.207 -0.121 0.025
C 4.357 -1.149 -1.442 0.258 -0.205 -0.258
N 3.433 -0.115 -1.888 0.255 -0.008 -0.047
C 3.148 -0.172 -3.332 0.037 0.167 -0.023
C 1.821 -0.876 -3.640 -0.242 -0.108 -0.258
O 1.802 -1.783 -4.467 0.023 -0.023 0.051
O 0.807 -0.452 -2.969 0.270 0.108 0.118
C 3.761 1.237 -1.421 0.200 0.102 0.069
C 2.489 2.106 -1.448 -0.171 0.327 -0.042
O 2.440 3.043 -2.243 -0.033 -0.026 -0.004
O 1.567 1.748 -0.636 0.144 -0.391 -0.043
H 2.288 -3.565 -0.794 0.016 -0.024 0.106
H 4.634 -3.252 -1.492 -0.092 -0.101 0.166
H 3.357 -2.705 -2.572 -0.052 0.072 0.002
H 4.624 -0.965 -0.398 -0.078 -0.033 0.035
H 5.304 -1.164 -2.006 -0.042 0.267 -0.056
H 3.066 0.848 -3.715 -0.055 0.020 0.086
H 3.954 -0.659 -3.888 0.032 -0.077 0.084
H 4.118 1.177 -0.389 -0.076 -0.051 0.018
H 4.545 1.717 -2.016 -0.013 -0.098 -0.112
C -4.627 -3.946 3.039 0.028 0.030 -0.010
C -3.672 -2.924 2.478 -0.001 0.004 -0.006
C -3.257 -1.822 3.222 -0.028 -0.029 0.009
C -2.345 -0.904 2.737 0.009 0.000 -0.013
C -1.776 -1.019 1.449 0.134 -0.122 -0.006
N -0.834 -0.162 0.943 -0.192 0.181 -0.186
C -0.702 1.062 1.627 0.165 -0.010 -0.092
C -1.642 2.081 1.447 -0.004 0.034 -0.012
C -1.477 3.349 1.970 0.047 0.013 0.032
C -0.340 3.674 2.707 -0.029 -0.018 -0.020
C -0.101 5.076 3.198 -0.003 -0.029 -0.002
C 0.579 2.663 2.942 -0.047 0.066 -0.009
C 0.389 1.382 2.441 0.134 -0.226 0.168
N 1.319 0.381 2.890 -0.100 0.075 -0.284
C 1.716 0.211 4.167 -0.025 0.004 0.127
C 2.646 -0.799 4.187 0.001 0.003 -0.031
C 2.754 -1.190 2.845 -0.021 -0.095 0.015
N 1.950 -0.478 2.067 0.079 0.078 -0.102
C -2.230 -2.130 0.706 0.070 0.034 -0.161
C -3.134 -3.052 1.207 -0.052 0.010 0.073
N -1.798 -2.310 -0.650 0.014 -0.074 0.181
C -2.603 -2.365 -1.731 -0.079 0.021 0.006
C -1.835 -2.731 -2.811 0.079 -0.019 0.031
C -0.549 -2.892 -2.276 -0.086 -0.103 -0.102
N -0.527 -2.652 -0.969 0.029 0.070 -0.113
H -5.339 -3.482 3.722 -0.005 -0.013 -0.001
H -4.098 -4.724 3.594 -0.009 0.002 0.003
H -5.192 -4.436 2.245 -0.002 0.001 0.006
H -3.660 -1.683 4.220 0.020 0.027 -0.001
H -2.050 -0.066 3.356 -0.019 -0.006 0.022
H -2.533 1.836 0.875 -0.004 0.023 0.002
H -2.232 4.108 1.795 -0.005 -0.011 -0.009
H -1.039 5.564 3.463 0.009 0.007 0.002
H 0.380 5.678 2.425 -0.002 0.004 0.006
H 0.547 5.083 4.074 -0.003 0.007 0.000
H 1.473 2.868 3.520 -0.003 0.009 -0.001
H 1.292 0.805 4.959 -0.008 0.002 -0.017
H 3.157 -1.203 5.043 -0.001 0.006 -0.005
H 3.363 -1.969 2.414 -0.010 0.021 -0.024
H -3.421 -3.887 0.576 0.013 0.006 -0.010
H -3.654 -2.147 -1.638 0.014 0.000 0.010
H -2.137 -2.845 -3.837 -0.018 -0.002 0.012
H 0.352 -3.135 -2.818 0.009 0.026 0.020
N -3.084 2.202 -3.458 0.007 -0.021 0.068
C -1.697 2.676 -3.403 -0.019 -0.021 -0.078
C -1.108 2.375 -2.041 -0.004 -0.078 0.087
N -1.255 0.909 -1.794 -0.046 0.087 -0.114
H -3.400 2.081 -4.411 0.014 0.006 -0.007
H -3.713 2.859 -3.012 -0.001 0.003 -0.006
H -2.185 0.636 -2.127 0.003 -0.015 -0.025
H -1.586 3.745 -3.604 0.026 -0.002 -0.014
H -1.126 2.138 -4.163 0.015 0.031 0.002
H -1.643 2.899 -1.249 0.002 0.008 -0.009
H -0.050 2.624 -1.974 -0.008 0.039 0.028
H -0.548 0.403 -2.369 -0.041 -0.055 0.001
H -1.167 0.611 -0.788 0.036 0.031 -0.026
```
Forces are in eV/Å.

Output
E_LUMO, eV: 0.41
Spin multiplicity: 1
Energy, eV: -52618.4367
Relative energy (zero: lowest compared OMol25 entry of this formula, charge and spin), kJ/mol: 0.00
Total charge: 0